Record 1
Molecular formula: C39H50Ge2N5O2PdS2Se
Method: DFT, ωB97M-V/def2-TZVPD

Atoms and positions in Å:
Pd: 0.5494 0.1491 0.2798
C: 0.4930 0.8192 3.9421
C: 0.5616 0.5271 5.4651
N: 1.5596 -0.5169 5.7426
C: 2.8446 -0.0902 5.1842
C: 2.7323 0.0673 3.6426
N: 1.3496 -0.1228 3.2243
C: 0.9456 -1.4888 3.5418
C: 1.1350 -1.7472 5.0623
H: 0.8356 1.8303 3.7094
H: -0.5197 0.7336 3.5522
H: -0.4010 0.1725 5.8401
H: 0.8280 1.4209 6.0341
H: 3.6042 -0.8292 5.4543
H: 3.1182 0.8547 5.6609
H: 3.3458 -0.6821 3.1317
H: 3.0633 1.0563 3.3133
H: 1.5503 -2.1723 2.9387
H: -0.0916 -1.6125 3.2238
H: 1.8917 -2.5149 5.2462
H: 0.2045 -2.0841 5.5251
C: 4.5493 2.2316 0.7464
Ge: 5.2010 0.8028 -0.3888
C: 7.1532 0.7237 -0.2410
C: 4.7962 1.0927 -2.2705
C: 4.5493 -0.8907 0.3151
Se: 2.6536 -1.2951 0.1276
C: 2.6875 -1.8565 -1.7380
H: 4.7150 3.2011 0.2768
H: 5.0828 2.2088 1.6985
H: 3.4808 2.1246 0.9381
H: 7.6171 1.6455 -0.5945
H: 7.5475 -0.1056 -0.8307
H: 7.4458 0.5728 0.7994
H: 5.1699 2.0747 -2.5662
H: 3.7269 1.0552 -2.4743
H: 5.2895 0.3376 -2.8848
H: 4.7329 -0.8549 1.3915
H: 5.1121 -1.7427 -0.0727
H: 3.2942 -1.1709 -2.3211
H: 1.6631 -1.8230 -2.1014
H: 3.0772 -2.8699 -1.8201
N: -5.7198 3.8248 -2.6930
C: -4.7350 3.6772 -1.7078
C: -4.3194 2.3995 -1.3218
C: -3.3792 2.2489 -0.3253
C: -2.8378 3.3688 0.3063
C: -3.2483 4.6350 -0.0654
C: -4.1960 4.7890 -1.0704
S: -1.6177 3.0747 1.5494
O: -1.2267 4.3658 2.0774
O: -2.1949 2.1093 2.4504
N: -0.4563 2.3507 0.7514
C: 0.4137 3.0578 0.0031
S: 0.5743 4.7994 -0.1052
C: 1.8341 4.5963 -1.2629
C: 2.0685 3.2818 -1.4551
N: 1.2775 2.4043 -0.7555
H: -5.7981 3.0415 -3.3216
H: -5.6878 4.7010 -3.1886
H: -4.7361 1.5223 -1.8046
H: -3.0530 1.2578 -0.0277
H: -2.8219 5.4961 0.4318
H: -4.5204 5.7813 -1.3633
H: 2.3382 5.4340 -1.7140
H: 2.8174 2.8895 -2.1279
C: -1.1705 -0.7948 0.7410
Ge: -1.8994 -1.7789 -0.7165
C: -1.0753 -1.2281 -2.4169
C: -0.7963 -2.1629 -3.4149
C: -0.1583 -1.7939 -4.5940
C: 0.2176 -0.4717 -4.7917
C: -0.0654 0.4770 -3.8175
C: -0.7121 0.1004 -2.6477
C: -1.4643 -3.6853 -0.5695
C: -2.3482 -4.6932 -0.9482
C: -2.0046 -6.0359 -0.8284
C: -0.7625 -6.3902 -0.3234
C: 0.1277 -5.3974 0.0669
C: -0.2229 -4.0598 -0.0494
C: -3.8327 -1.6222 -1.0518
C: -4.7486 -1.8384 -0.0189
C: -6.1079 -1.6262 -0.2010
C: -6.5819 -1.1831 -1.4285
C: -5.6903 -0.9573 -2.4661
C: -4.3291 -1.1720 -2.2753
H: -1.8417 -0.2785 1.4300
H: -1.0620 -3.2043 -3.2627
H: 0.0552 -2.5388 -5.3515
H: 0.7341 -0.1835 -5.6998
H: 0.2254 1.5112 -3.9585
H: -0.9244 0.8594 -1.8993
H: -3.3237 -4.4310 -1.3451
H: -2.7080 -6.8041 -1.1275
H: -0.4907 -7.4346 -0.2292
H: 1.0968 -5.6656 0.4714
H: 0.4734 -3.2955 0.2826
H: -4.3942 -2.1665 0.9527
H: -6.7968 -1.7935 0.6179
H: -7.6416 -1.0108 -1.5725
H: -6.0532 -0.6078 -3.4258
H: -3.6444 -0.9814 -3.0943

Computed properties:
ΔE to the lowest compared entry with this formula, charge and spin   30.6 kJ/mol
E_LUMO (alpha / beta)   2.2 / 2.2 eV
Charge   -1
Largest force on an atom   0.0110 hartree/bohr
Orbital gap (alpha / beta)   5.96 / 6.72 eV
Spin multiplicity   3
Total energy   -9419.863431 a.u.

Record 2
Molecular formula: C39H50N7O2STa
Method: DFT, ωB97M-V/def2-TZVPD

Atoms and positions in Å:
Ta: 0.4109 0.0082 -0.5232
C: 2.0259 2.9654 -0.7203
C: 3.0586 1.9368 -1.1358
N: 2.5342 0.5170 -1.1767
C: 3.5910 -0.3883 -0.6383
C: 3.6783 -0.2149 0.8571
C: 4.8739 -0.3896 1.5273
C: 4.8880 -0.2115 2.9046
C: 3.7115 0.1205 3.5481
C: 2.5421 0.2627 2.8080
C: 1.2378 0.5479 3.5218
N: 0.3407 1.3848 2.7456
C: 0.7419 2.7904 2.6901
C: 0.6115 3.3394 1.2757
N: 1.2054 2.3713 0.3333
N: 2.5368 0.1111 1.4795
H: 1.3919 3.2926 -1.5429
H: 2.5712 3.8458 -0.3634
H: 3.8588 1.9394 -0.3966
H: 3.5100 2.1736 -2.0998
H: 2.4394 0.2614 -2.1640
H: 4.5439 -0.1456 -1.1137
H: 3.3416 -1.4159 -0.8954
H: 5.7756 -0.6367 0.9839
H: 5.8082 -0.3208 3.4620
H: 3.6862 0.2674 4.6193
H: 1.4793 0.9712 4.5056
H: 0.7443 -0.4101 3.7060
H: -0.6032 1.2916 3.0975
H: 1.7942 2.8571 2.9846
H: 0.1874 3.4212 3.3900
H: 1.1442 4.2933 1.2185
H: -0.4251 3.5513 1.0225
H: 1.8127 1.7840 0.9017
O: 1.5207 -2.0076 0.1733
S: 0.4101 -2.5338 0.9878
O: -0.3051 -3.6864 0.5580
N: -0.4944 -1.1922 0.8949
C: -1.7665 -0.9731 1.4357
C: -2.5935 -1.8412 2.0950
C: -3.8201 -1.3701 2.6178
C: -4.2086 -0.0701 2.4673
C: -3.4069 0.8216 1.7123
C: -3.7599 2.1525 1.4054
C: -2.9695 2.8746 0.5517
C: -1.8329 2.2812 -0.0096
N: -1.4255 1.0637 0.3096
C: -2.2019 0.3437 1.1771
C: 1.0591 -2.8457 2.5958
C: 2.4366 -2.9741 2.7088
C: 2.9778 -3.3545 3.9275
C: 2.1510 -3.5848 5.0161
C: 0.7729 -3.4581 4.8890
C: 0.2160 -3.1084 3.6709
H: -2.3370 -2.8866 2.1945
H: -4.4578 -2.0647 3.1462
H: -5.1442 0.2798 2.8814
H: -4.6638 2.5796 1.8213
H: -3.2244 3.8847 0.2650
H: -1.2449 2.8109 -0.7454
H: 3.0738 -2.7965 1.8550
H: 4.0484 -3.4764 4.0217
H: 2.5775 -3.8823 5.9642
H: 0.1288 -3.6556 5.7343
H: -0.8563 -3.0481 3.5730
C: 2.0391 -1.6331 -3.7679
C: 0.5290 -1.5344 -3.5610
C: -0.1464 -2.7338 -4.2358
C: 0.1125 -1.5245 -2.0751
H: 2.2576 -1.9097 -4.7992
H: 2.4788 -2.4004 -3.1253
H: 2.5788 -0.6918 -3.6105
H: 0.1616 -0.6324 -4.0523
H: 0.2069 -3.6732 -3.8047
H: 0.0712 -2.7518 -5.3037
H: -1.2302 -2.6975 -4.1162
H: 0.4223 -2.4907 -1.6733
H: -0.9807 -1.5610 -2.0697
C: -5.0716 -0.9252 -2.4159
N: -4.1845 0.2028 -2.6266
C: -4.6745 1.3826 -1.9494
C: -2.8142 -0.1496 -2.3421
C: -1.7805 0.8498 -2.8475
C: -2.1347 1.5110 -4.0206
C: -1.2581 2.3421 -4.6994
C: 0.0211 2.4938 -4.2081
C: 0.3841 1.8310 -3.0418
C: -0.4821 1.0161 -2.2937
H: -6.0826 -0.6588 -2.7196
H: -5.1042 -1.2382 -1.3581
H: -4.7491 -1.7760 -3.0157
H: -5.6094 1.7052 -2.4077
H: -3.9581 2.1996 -2.0381
H: -4.8706 1.2014 -0.8799
H: -2.6450 -1.0882 -2.8818
H: -2.6513 -0.4001 -1.2794
H: -3.1280 1.3405 -4.4128
H: -1.5680 2.8382 -5.6087
H: 0.7439 3.1136 -4.7221
H: 1.4085 1.9887 -2.7447

Computed properties:
ΔE to the lowest compared entry with this formula, charge and spin   0.0 kJ/mol
E_LUMO   -6.1 eV
Charge   +2
Largest force on an atom   0.0160 hartree/bohr
Orbital gap   6.73 eV
Total energy   -2504.625695 a.u.

Record 3
Molecular formula: C39H51AsGaNO3Te
Method: DFT, ωB97M-V/def2-TZVPD

Atoms and positions in Å:
Ga: 0.6026 -1.7118 -0.8710
C: -2.0439 4.5549 6.7321
C: -2.0036 3.5672 5.5950
C: -1.9306 2.1990 5.8378
C: -1.9049 1.2708 4.8049
C: -1.8718 -0.2010 5.1477
C: -1.9549 1.7408 3.4835
Te: -1.6967 0.3025 1.9237
N: -0.7195 -0.5704 -0.4264
C: -1.3571 0.3726 -1.0819
O: -2.0673 1.2366 -0.4817
C: -1.3046 0.5458 -2.5831
C: -1.4994 1.8145 -3.1213
C: -1.4169 2.0165 -4.4924
C: -1.1624 0.9463 -5.3426
C: -1.0066 -0.3310 -4.8156
C: -1.0825 -0.5205 -3.4430
C: -3.7471 -0.1275 1.6793
C: -4.6719 0.8027 2.1426
C: -6.0294 0.5550 2.0197
C: -6.4611 -0.6259 1.4331
C: -5.5326 -1.5470 0.9782
C: -4.1609 -1.3247 1.0905
C: -3.2253 -2.3808 0.5565
C: -2.0385 3.1089 3.2054
C: -2.1380 3.6802 1.8083
C: -2.0640 3.9978 4.2775
H: -1.8203 4.0753 7.6841
H: -3.0314 5.0124 6.8129
H: -1.3244 5.3597 6.5777
H: -1.8981 1.8440 6.8630
H: -1.9259 -0.3399 6.2260
H: -0.9570 -0.6869 4.7965
H: -2.7148 -0.7327 4.7000
H: -1.7093 2.6348 -2.4477
H: -1.5636 3.0090 -4.9001
H: -1.1067 1.1024 -6.4126
H: -0.8449 -1.1777 -5.4719
H: -1.0130 -1.5216 -3.0467
H: -4.3395 1.7253 2.6009
H: -6.7427 1.2835 2.3825
H: -7.5193 -0.8332 1.3362
H: -5.8714 -2.4729 0.5271
H: -3.6302 -3.3743 0.7510
H: -2.2278 -2.3271 0.9941
H: -3.0981 -2.2755 -0.5231
H: -2.1672 2.9234 1.0279
H: -1.2921 4.3392 1.6017
H: -3.0430 4.2835 1.7137
H: -2.1380 5.0617 4.0699
C: 3.1809 -3.3712 1.3402
As: 1.6698 -2.1745 1.3995
C: 0.4039 -3.2551 2.3802
C: 2.2392 -0.8676 2.7019
H: 3.3076 -3.8212 2.3234
H: 4.0846 -2.8297 1.0681
H: 2.9813 -4.1420 0.5991
H: 0.7852 -3.4148 3.3871
H: 0.3079 -4.2067 1.8613
H: -0.5675 -2.7670 2.4262
H: 2.3799 -1.3663 3.6593
H: 1.4971 -0.0785 2.8066
H: 3.1821 -0.4293 2.3801
C: 7.2275 2.7798 -3.2261
C: 5.8939 2.1217 -3.0270
C: 4.7361 2.6977 -3.5385
C: 3.5009 2.0958 -3.3861
C: 2.2824 2.7821 -3.9621
C: 3.4358 0.8664 -2.6853
C: 2.1479 0.2537 -2.5953
O: 1.8925 -0.8279 -2.0436
C: 4.6010 0.2708 -2.1416
C: 4.5704 -1.0203 -1.3666
C: 5.8057 0.9142 -2.3300
H: 7.1239 3.8003 -3.5886
H: 7.8144 2.2187 -3.9569
H: 7.7969 2.7926 -2.2963
H: 4.8034 3.6389 -4.0713
H: 2.5758 3.7212 -4.4264
H: 1.5406 3.0087 -3.1946
H: 1.7899 2.1782 -4.7265
H: 1.3089 0.7645 -3.0809
H: 4.1798 -1.8457 -1.9629
H: 3.9211 -0.9341 -0.4939
H: 5.5735 -1.2746 -1.0295
H: 6.7086 0.4713 -1.9240
C: 0.5097 -3.9171 -3.5110
C: 0.4443 -4.4584 -2.0943
C: -0.9195 -5.0393 -1.7755
O: 0.7845 -3.4810 -1.1161
H: 0.4409 -4.7275 -4.2386
H: 1.4493 -3.3866 -3.6804
H: -0.3213 -3.2366 -3.7038
H: 1.1984 -5.2447 -1.9968
H: -1.6824 -4.2572 -1.8414
H: -0.9362 -5.4501 -0.7656
H: -1.1829 -5.8354 -2.4751

Computed properties:
ΔE to the lowest compared entry with this formula, charge and spin   13.0 kJ/mol
E_LUMO (alpha / beta)   -3.3 / -3.5 eV
Charge   +1
Largest force on an atom   0.0145 hartree/bohr
Orbital gap (alpha / beta)   6.43 / 7.01 eV
Spin multiplicity   2
Total energy   -6225.559720 a.u.

Record 4
Molecular formula: C39H51HfN6OP2STe
Method: DFT, ωB97M-V/def2-TZVPD

Atoms and positions in Å:
Hf: 0.5340 0.1133 -0.0289
C: -0.4049 -1.7648 4.2123
C: 0.1290 -1.2983 2.8980
N: -0.5557 -0.6638 2.0100
N: -1.8800 -0.4757 2.3425
C: -2.5292 0.3586 1.5825
N: -3.8373 0.5325 1.8637
S: -1.9232 1.2621 0.2191
C: 1.5409 -1.5967 2.5624
C: 2.3919 -2.1893 3.4817
C: 3.6998 -2.4685 3.1132
C: 4.1176 -2.1424 1.8376
C: 3.2127 -1.5443 0.9776
N: 1.9471 -1.2847 1.3158
H: -1.4410 -1.4755 4.3339
H: 0.1845 -1.3397 5.0267
H: -0.3237 -2.8509 4.2873
H: -4.2412 0.0513 2.6502
H: -4.3938 1.1767 1.3337
H: 2.0406 -2.4352 4.4712
H: 4.3761 -2.9299 3.8200
H: 5.1276 -2.3337 1.5054
H: 3.5079 -1.2340 -0.0102
C: 1.2062 -0.6764 -3.6476
P: 1.4812 -1.6515 -2.1270
C: 3.1936 -2.2186 -2.3575
C: 0.4934 -3.1438 -2.4906
C: -0.9855 -2.7717 -2.5058
P: -1.4425 -1.8044 -1.0138
C: -1.5755 -3.1407 0.2246
C: -3.1734 -1.3833 -1.3517
H: 1.3200 -1.3193 -4.5232
H: 1.9343 0.1330 -3.7082
H: 0.2172 -0.2203 -3.6490
H: 3.3248 -2.5351 -3.3936
H: 3.4109 -3.0626 -1.7021
H: 3.9002 -1.4185 -2.1441
H: 0.6943 -3.9063 -1.7339
H: 0.8149 -3.5523 -3.4517
H: -1.6229 -3.6584 -2.5354
H: -1.2248 -2.1760 -3.3896
H: -2.2640 -3.9097 -0.1304
H: -1.9418 -2.7402 1.1686
H: -0.5988 -3.5971 0.3948
H: -3.6869 -2.2671 -1.7352
H: -3.2301 -0.5805 -2.0862
H: -3.6671 -1.0494 -0.4415
C: 1.3320 3.5897 3.4166
C: 1.1511 2.5392 2.4216
N: 1.0091 1.7175 1.6382
H: 0.6733 4.4239 3.1761
H: 2.3683 3.9234 3.4072
H: 1.0783 3.2015 4.4014
C: -3.5181 9.1449 1.6682
C: -2.8305 7.9582 1.0594
C: -1.4521 7.8071 1.1409
C: -0.8037 6.7006 0.6031
C: 0.7006 6.6368 0.6875
C: -1.5773 5.7302 -0.0481
Te: -0.6056 4.0132 -0.7522
N: 0.6727 1.6362 -1.4462
C: 1.9751 1.5643 -1.3966
O: 2.5069 0.6579 -0.5777
C: 2.9392 2.3487 -2.2074
C: 2.6233 3.6170 -2.6810
C: 3.5308 4.3229 -3.4546
C: 4.7545 3.7552 -3.7800
C: 5.0760 2.4869 -3.3157
C: 4.1773 1.7926 -2.5223
C: -0.9949 4.4123 -2.7738
C: -0.6161 5.6921 -3.1760
C: -0.7150 6.0514 -4.5105
C: -1.2091 5.1332 -5.4240
C: -1.6117 3.8744 -5.0043
C: -1.5166 3.4789 -3.6727
C: -2.0297 2.1341 -3.2505
C: -2.9706 5.8558 -0.1511
C: -3.8198 4.8244 -0.8414
C: -3.5697 6.9735 0.4080
H: -2.8075 9.9260 1.9317
H: -4.0501 8.8544 2.5759
H: -4.2529 9.5657 0.9823
H: -0.8638 8.5761 1.6277
H: 1.0728 7.3519 1.4189
H: 1.1665 6.8809 -0.2704
H: 1.0767 5.6498 0.9724
H: 1.6656 4.0606 -2.4553
H: 3.2791 5.3125 -3.8121
H: 5.4578 4.3003 -4.3948
H: 6.0307 2.0448 -3.5664
H: 4.4380 0.8172 -2.1349
H: -0.2548 6.4164 -2.4555
H: -0.4173 7.0411 -4.8281
H: -1.2966 5.4018 -6.4681
H: -2.0223 3.1793 -5.7260
H: -2.3029 1.5394 -4.1218
H: -2.9203 2.2373 -2.6247
H: -1.2766 1.5960 -2.6761
H: -3.4701 4.6346 -1.8584
H: -4.8532 5.1582 -0.9065
H: -3.8068 3.8717 -0.3042
H: -4.6449 7.0861 0.3295

Computed properties:
ΔE to the lowest compared entry with this formula, charge and spin   3.3 kJ/mol
E_LUMO (alpha / beta)   -5.4 / -7.0 eV
Charge   +2
Largest force on an atom   0.0195 hartree/bohr
Orbital gap (alpha / beta)   7.26 / 5.86 eV
Spin multiplicity   2
Total energy   -3317.118155 a.u.